Record 1
DFT (ωB97M-V/def2-TZVPD) results for C30H53INO2P3Re as an isolated structure in a non-equilibrium geometry.

Last column: Löwdin charge in e.
Positions of all 91 atoms, in Å:
Re: -0.3460 1.2661 0.5195  1.28
C: 2.2594 3.5885 0.1934  -0.19
P: 0.9290 2.8536 -0.7833  0.84
C: 1.6947 2.0597 -2.2050  -0.18
C: -0.1576 4.1619 -1.3412  -0.37
C: 0.3672 5.2916 -1.9638  -0.03
C: -0.4949 6.2837 -2.4137  0.01
C: -1.8683 6.1518 -2.2445  0.01
C: -2.3966 5.0229 -1.6300  -0.03
C: -1.5371 4.0257 -1.1775  -0.37
P: -2.1820 2.5142 -0.4657  0.83
C: -2.9991 1.5659 -1.7642  -0.18
C: -3.4179 2.9073 0.7843  -0.18
H: 2.8938 4.1598 -0.4898  0.08
H: 2.8861 2.8223 0.6549  0.06
H: 1.8535 4.2753 0.9363  0.07
H: 2.1699 2.8400 -2.8054  0.09
H: 0.9398 1.5570 -2.8071  0.05
H: 2.4537 1.3423 -1.8896  0.07
H: 1.4346 5.4154 -2.1048  0.13
H: -0.0920 7.1633 -2.8985  0.14
H: -2.5328 6.9307 -2.5950  0.14
H: -3.4708 4.9374 -1.5153  0.13
H: -3.6392 2.2543 -2.3217  0.08
H: -3.6194 0.7754 -1.3395  0.07
H: -2.2648 1.1413 -2.4484  0.06
H: -4.2434 3.4245 0.2885  0.08
H: -2.9961 3.5595 1.5470  0.06
H: -3.8126 1.9979 1.2403  0.07
N: 0.9994 3.0363 3.6911  0.25
C: -0.2342 2.7730 3.3637  -0.53
O: -0.5222 2.3078 2.1981  -0.23
C: -1.3539 3.0117 4.3157  -0.56
I: -1.0051 2.1018 6.2159  0.99
H: 1.7741 2.9127 3.0575  0.13
H: 1.2060 3.3613 4.6315  0.13
H: -2.2764 2.6086 3.9117  0.05
H: -1.4637 4.0828 4.4915  0.09
O: -0.1048 -0.0736 -0.8228  -0.53
P: -0.0637 -1.6865 -0.5644  1.01
C: 1.1328 -1.8612 0.7968  -0.33
C: 2.5990 -1.9479 0.3039  -0.15
C: 3.5968 -1.5826 1.4241  -0.15
C: 3.0153 -1.8629 2.8037  -0.16
C: 1.8142 -0.9466 3.0775  -0.14
C: 1.0180 -0.6850 1.7787  -0.26
C: -1.7956 -2.0436 -0.1488  -0.33
C: -2.1638 -3.5431 -0.0691  -0.14
C: -1.8546 -4.1661 1.2882  -0.16
C: -2.5318 -3.3844 2.4086  -0.15
C: -2.0565 -1.9276 2.4174  -0.17
C: -2.3274 -1.2708 1.0651  -0.18
C: 0.3276 -2.5155 -2.1121  -0.33
C: 1.2395 -1.7220 -3.0707  -0.19
C: 1.4094 -2.5481 -4.3478  -0.16
C: 2.0748 -3.9134 -4.0754  -0.16
C: 2.1526 -4.2481 -2.5861  -0.18
C: 0.8287 -3.9772 -1.8673  -0.16
H: 0.8593 -2.7739 1.3326  0.13
H: 2.7484 -1.2780 -0.5462  0.10
H: 2.7881 -2.9593 -0.0492  0.12
H: 3.8756 -0.5255 1.3554  0.12
H: 4.5167 -2.1450 1.2765  0.14
H: 3.7665 -1.7082 3.5765  0.14
H: 2.7182 -2.9113 2.8800  0.13
H: 2.1510 0.0057 3.4935  0.12
H: 1.1466 -1.3929 3.8163  0.13
H: 1.4870 0.2055 1.2781  0.09
H: -0.0339 -0.4810 2.0753  0.07
H: -2.2645 -1.6313 -1.0551  0.13
H: -1.6986 -4.0995 -0.8813  0.11
H: -3.2417 -3.5970 -0.2436  0.14
H: -0.7725 -4.2073 1.4635  0.11
H: -2.1991 -5.1997 1.2849  0.14
H: -2.3178 -3.8342 3.3774  0.13
H: -3.6167 -3.4183 2.2788  0.14
H: -0.9879 -1.9217 2.6603  0.09
H: -2.5679 -1.3647 3.1993  0.13
H: -1.9378 -0.2051 1.0622  0.04
H: -3.4063 -1.1488 0.9376  0.14
H: -0.6596 -2.5504 -2.5917  0.14
H: 2.2160 -1.5298 -2.6226  0.11
H: 0.7818 -0.7597 -3.3057  0.10
H: 1.9922 -1.9741 -5.0674  0.12
H: 0.4261 -2.6838 -4.8054  0.12
H: 3.0808 -3.9349 -4.4930  0.12
H: 1.5314 -4.6994 -4.6009  0.13
H: 2.9625 -3.6822 -2.1187  0.10
H: 2.4054 -5.2994 -2.4519  0.13
H: 0.9298 -4.2074 -0.8008  0.10
H: 0.0758 -4.6660 -2.2514  0.13

Properties
**Total charge**: +4
**Multiplicity**: 2
**Expectation value of S²**: 0.76
**Orbital gap (spin up / spin down)**: 5.238 / 4.766 eV
**LUMO energy (spin up / spin down)**: -14.22 / -14.69 eV

***

Record 2
DFT (ωB97M-V/def2-TZVPD) results for C8H12BF4K3O6 as an isolated structure in a non-equilibrium geometry.

Last column: Löwdin charge in e.
Positions of all 34 atoms, in Å:
K: -4.3487 0.2204 -3.0916  0.55
K: -0.3902 3.0997 -3.0524  0.78
K: -2.4728 -1.4717 0.5311  0.85
B: -0.7106 0.0592 -1.5791  -1.53
F: -0.5178 -1.2067 -1.1803  0.13
F: -2.0876 0.2865 -1.6176  -0.03
F: -0.1140 0.8909 -0.6988  0.17
F: -0.1860 0.3328 -2.8477  0.07
C: -2.9315 3.2163 0.5093  0.01
C: -1.7970 2.5632 1.3736  -0.29
C: -1.3216 3.2015 2.7136  -0.04
O: -0.9328 2.0157 3.3407  0.15
C: -1.5347 1.0188 2.8614  -0.68
O: -1.4832 -0.1082 3.3622  0.11
O: -2.2555 1.3588 1.8776  0.08
H: -3.0985 2.6405 -0.4010  0.05
H: -2.4699 4.0976 0.0639  0.07
H: -3.8840 3.5285 0.9375  0.09
H: -0.9394 2.3374 0.7398  0.14
H: -2.0403 3.8420 3.2247  0.15
H: -0.5353 3.8302 2.2957  0.14
C: 2.7965 -2.5023 -2.2969  0.00
C: 3.0239 -2.1892 -0.8354  -0.37
C: 1.8174 -2.5668 0.0453  -0.14
O: 2.3367 -3.4996 0.8951  0.05
C: 3.6668 -3.7982 0.5955  -0.45
O: 4.3668 -4.6790 1.0723  0.15
O: 4.0637 -2.8694 -0.3021  0.10
H: 1.7800 -2.1739 -2.5136  0.08
H: 2.9537 -3.5694 -2.4543  0.10
H: 3.4976 -1.9074 -2.8821  0.09
H: 3.2896 -1.1338 -0.7757  0.15
H: 1.0715 -3.1253 -0.5202  0.13
H: 1.3873 -1.7393 0.6096  0.13

Properties
**Total charge**: +1
**Multiplicity**: 2
**Expectation value of S²**: 0.75
**Orbital gap (spin up / spin down)**: 3.201 / 9.048 eV
**LUMO energy (spin up / spin down)**: -3.54 / -3.52 eV

***

Record 3
DFT (ωB97M-V/def2-TZVPD) results for Cl11Na7O20 as an isolated structure in a non-equilibrium geometry.

Last column: Löwdin charge in e.
Positions of all 38 atoms, in Å:
Na: -1.4439 4.3966 -0.8468  0.11
Na: 2.1457 1.4677 -2.3932  -0.03
Na: -0.4805 -1.0612 2.6475  0.37
Na: 1.8722 2.1647 1.3620  0.37
Na: -4.5705 1.4638 -2.6710  0.19
Na: -3.6326 -1.3096 -0.7859  0.35
Na: 3.0685 -2.1393 -1.4077  0.54
Cl: 3.4352 1.0627 -0.4520  -0.07
Cl: -3.8730 3.8550 -2.1296  -0.26
Cl: -2.7270 -2.2643 2.2356  -0.38
Cl: 3.6489 0.0436 -3.8635  -0.39
Cl: -5.3431 -1.0713 -2.8128  -0.28
Cl: 0.4360 4.8614 -2.3806  -0.39
Cl: 2.6752 1.0512 4.1527  0.70
O: 1.4474 1.1614 3.3557  -0.42
O: 2.9679 -0.3474 4.4859  -0.34
O: 3.7061 1.6402 3.3091  -0.37
O: 2.4062 1.8250 5.3516  -0.36
Cl: 2.4553 -3.7610 1.4094  0.71
O: 3.8652 -3.6822 1.8281  -0.38
O: 1.9784 -2.5319 0.6167  -0.43
O: 2.4575 -4.8368 0.4579  -0.37
O: 1.5638 -3.8745 2.5451  -0.35
Cl: -0.2613 -3.8942 -4.8251  0.69
O: -0.0392 -5.1054 -5.5207  -0.41
O: 0.2725 -2.8482 -5.7611  -0.42
O: -1.7059 -3.7605 -4.4237  -0.40
O: 0.6317 -3.8539 -3.5916  -0.42
Cl: -2.8159 3.7515 2.8711  0.69
O: -2.4821 2.8985 4.0535  -0.38
O: -1.6890 4.1155 1.9630  -0.40
O: -3.8569 3.1083 2.0984  -0.39
O: -3.5689 4.8989 3.3756  -0.42
Cl: -0.4617 0.4616 -0.8939  0.79
O: 0.4013 -0.5440 -1.4129  -0.28
O: -0.2698 0.5867 0.6421  -0.38
O: -0.2739 1.8159 -1.3726  -0.39
O: -1.9401 0.2554 -1.2160  -0.41

Properties
**Total charge**: -4
**Orbital gap**: 6.014 eV
**LUMO energy**: 5.62 eV

***

Record 4
DFT (ωB97M-V/def2-TZVPD) results for C19H44CrN4S5Si2Te as an isolated structure.

Last column: Löwdin charge in e.
Positions of all 76 atoms, in Å:
Cr: -1.4294 1.1893 0.0019  0.07
N: -2.6973 2.8151 0.6311  -0.03
C: -3.1837 2.6473 2.0020  -0.22
C: -2.1660 1.8545 2.8079  -0.19
N: -1.7547 0.6512 2.0791  -0.16
C: -2.6189 -0.5303 2.2336  -0.22
C: -3.7383 -0.5356 1.1941  -0.23
N: -3.2112 -0.1218 -0.1073  -0.11
H: -3.4907 2.9531 0.0015  -0.01
H: -2.0707 3.6059 0.5499  0.09
H: -3.3820 3.6035 2.4987  0.12
H: -4.1353 2.1208 1.9387  0.09
H: -1.2702 2.4626 2.9542  0.11
H: -2.5705 1.6067 3.7977  0.12
H: -0.8003 0.3910 2.3128  0.07
H: -1.9818 -1.4037 2.0825  0.05
H: -3.0277 -0.5908 3.2499  0.12
H: -4.1875 -1.5328 1.1675  0.12
H: -4.5331 0.1632 1.4591  0.09
H: -2.8865 -0.9045 -0.6664  0.03
H: -3.9263 0.3969 -0.6310  -0.04
S: -4.2238 6.4485 -4.7282  0.37
C: -4.0542 5.0812 -3.7844  -1.56
S: -5.2873 4.4372 -2.7861  0.84
C: -4.4436 3.0403 -2.1193  -1.19
C: -3.1622 2.8990 -2.5503  -1.09
S: -1.8833 1.7098 -2.2913  0.56
S: -2.6293 4.1415 -3.6828  0.85
S: -5.4304 2.0930 -1.0344  0.42
C: 1.3692 -3.2667 3.4358  -0.22
Si: 2.7935 -3.6053 2.2158  0.27
C: 3.7660 -1.9743 2.0566  -0.21
C: 3.9856 -4.6739 3.2975  -0.25
C: 2.1914 -4.1595 0.6444  -0.30
Te: -0.1204 -1.2466 -0.0186  0.98
C: 1.6247 -1.2219 -1.2731  -0.66
Si: 1.3389 -2.0375 -2.9209  0.35
C: 0.1660 -1.0191 -3.9697  -0.20
C: 0.6835 -3.7818 -2.7468  -0.20
C: 2.9962 -2.1294 -3.8318  -0.20
H: 1.7283 -2.9638 4.4257  0.00
H: 0.7574 -4.1666 3.5588  0.01
H: 0.7272 -2.4798 3.0310  -0.03
H: 4.1000 -1.5945 3.0285  0.01
H: 3.1360 -1.2144 1.5859  -0.01
H: 4.6531 -2.1128 1.4295  0.01
H: 4.2678 -4.1838 4.2386  -0.01
H: 4.9002 -4.8972 2.7383  0.00
H: 3.5100 -5.6304 3.5383  0.00
H: 1.4261 -4.9349 0.5892  -0.09
H: 2.8585 -4.1649 -0.2215  -0.09
H: 2.3616 -1.7815 -0.6924  -0.03
H: 1.9626 -0.1935 -1.4043  -0.03
H: -0.7931 -0.8835 -3.4653  0.00
H: -0.0173 -1.5007 -4.9350  0.02
H: 0.5634 -0.0186 -4.1610  0.03
H: -0.2304 -3.7789 -2.1502  0.01
H: 1.4025 -4.4177 -2.2267  0.01
H: 0.4639 -4.2107 -3.7299  0.02
H: 3.4185 -1.1310 -3.9764  0.02
H: 2.8864 -2.5935 -4.8165  0.01
H: 3.7145 -2.7193 -3.2568  0.02
C: 2.2416 1.8736 0.9247  -0.04
C: 1.2094 2.6490 0.1069  -0.68
C: 1.6511 2.7991 -1.3505  -0.04
C: 0.9849 4.0373 0.7177  -0.05
N: -0.0478 1.9560 0.1347  -0.16
H: 3.1975 2.4043 0.9272  0.08
H: 2.3881 0.8749 0.5159  0.05
H: 1.9034 1.7585 1.9570  0.08
H: 2.5860 3.3637 -1.4059  0.08
H: 0.8790 3.3129 -1.9245  0.07
H: 1.8001 1.8209 -1.8052  0.07
H: 1.9132 4.6134 0.7074  0.08
H: 0.6448 3.9484 1.7526  0.07
H: 0.2331 4.5842 0.1442  0.08

Properties
**Total charge**: -2
**Orbital gap**: 4.099 eV
**LUMO energy**: 3.81 eV

***

Record 5
DFT (ωB97M-V/def2-TZVPD) results for an isolated molecule of C5H7N.

Last column: Löwdin charge in e.
Positions of all 13 atoms, in Å:
C: 2.8046 -0.1776 -0.1026  0.10
C: 1.8925 0.5573 -0.3808  -0.13
C: 0.6597 1.3359 -0.5877  -0.26
N: -0.2777 0.7584 0.3643  0.02
C: -1.1197 -0.0616 -0.1053  -0.24
C: -1.7655 -1.0616 0.7979  -0.08
H: 3.6147 -0.8231 0.1564  0.02
H: 0.8369 2.3927 -0.3663  0.11
H: 0.3290 1.2475 -1.6368  0.11
H: -1.2912 -0.1643 -1.1906  0.12
H: -1.3009 -0.9708 1.7819  0.08
H: -2.8520 -0.9805 0.8802  0.07
H: -1.5303 -2.0524 0.3894  0.08

Properties
**SMILES**: C#CC/N=C/C
**Orbital gap**: 10.990 eV
**LUMO energy**: 1.18 eV

***

Record 6
DFT (ωB97M-V/def2-TZVPD) results for C4H6O3Ru as an isolated structure in a non-equilibrium geometry.

Last column: Löwdin charge in e.
Positions of all 14 atoms, in Å:
C: -2.2998 -0.1067 0.5988  0.07
C: -1.2475 0.6965 0.4524  0.15
O: -3.5231 0.3801 0.8307  0.23
H: -2.0970 -1.1609 0.8409  0.21
H: -1.2585 1.7828 0.5178  0.18
H: -4.0514 0.3874 0.0268  0.20
O: -0.0359 0.0879 0.0989  0.13
C: 1.0396 0.7373 -0.1523  -0.31
O: 2.1185 0.0955 0.1289  0.03
Ru: 1.4275 2.6710 -0.9055  1.63
C: 2.4209 -1.1742 -0.4976  0.09
H: 2.2917 -1.9791 0.2331  0.14
H: 1.7542 -1.3232 -1.3537  0.13
H: 3.4607 -1.0944 -0.8193  0.14

Properties
**Total charge**: +3
**Multiplicity**: 6
**Expectation value of S²**: 8.76
**Orbital gap (spin up / spin down)**: 9.743 / 7.095 eV
**LUMO energy (spin up / spin down)**: -14.56 / -17.38 eV